ORCA calculation (ωB97M-V/def2-TZVPD) on the molecule C24H30N2O.

The geometry in ORCA input format:
```
! RIJCOSX wB97M-V def2-TZVPD def2/J DEFGRID3
* xyz 0 1
C -2.40 -2.12 3.82
C -1.84 -0.77 3.52
N -2.55 0.36 3.85
C -1.84 1.47 3.49
C -2.15 2.82 3.61
C -3.45 3.26 4.23
C -1.21 3.71 3.14
C -0.01 3.29 2.56
C 0.30 1.95 2.44
C -0.63 1.02 2.91
C -0.65 -0.41 2.95
C 0.45 -1.29 2.45
N 0.90 -0.87 1.14
C 2.11 -1.54 0.72
C 2.65 -0.89 -0.55
C 1.64 -0.91 -1.71
C 1.43 -2.34 -2.25
O 2.57 -2.90 -2.85
C 2.18 -0.02 -2.85
C 1.24 0.12 -4.01
C 0.32 1.16 -4.06
C -0.55 1.29 -5.13
C -0.51 0.37 -6.17
C 0.41 -0.67 -6.13
C 1.28 -0.78 -5.06
C 0.31 -0.35 -1.17
C -0.13 -1.01 0.13
H -3.46 -2.15 3.57
H -1.89 -2.88 3.25
H -2.29 -2.35 4.88
H -3.45 0.36 4.29
H -4.30 2.87 3.66
H -3.53 2.89 5.25
H -3.52 4.34 4.24
H -1.41 4.77 3.21
H 0.69 4.04 2.21
H 1.22 1.62 1.99
H 1.31 -1.21 3.13
H 0.12 -2.35 2.45
H 2.86 -1.43 1.52
H 1.95 -2.62 0.57
H 3.59 -1.37 -0.84
H 2.88 0.15 -0.32
H 1.06 -3.00 -1.45
H 0.67 -2.32 -3.03
H 3.26 -2.98 -2.17
H 3.12 -0.46 -3.20
H 2.40 0.97 -2.43
H 0.29 1.89 -3.26
H -1.26 2.10 -5.16
H -1.19 0.46 -7.00
H 0.45 -1.38 -6.94
H 2.00 -1.59 -5.04
H 0.45 0.72 -0.97
H -0.47 -0.46 -1.92
H -1.03 -0.50 0.50
H -0.38 -2.07 -0.04
*
```

As for the orbital gap: 8.38 eV. Its energy above the lowest of the compared OMol25 structures with the same formula, charge and spin is 0.00 kcal per mole.

---

ORCA calculation (ωB97M-V/def2-TZVPD) on a cluster of 2 separate species, C2H9N in total at a distorted geometry.

The geometry in ORCA input format:
```
! RIJCOSX wB97M-V def2-TZVPD def2/J DEFGRID3
* xyz 1 2
N -4.10 -1.04 -0.03
H -3.97 -0.31 -0.75
H -5.04 -1.48 -0.06
H -3.64 -0.80 0.85
C 1.99 0.66 0.74
C 2.31 0.30 -0.71
H 1.10 0.13 1.13
H 1.68 1.70 0.72
H 2.72 0.44 1.52
H 1.57 -0.38 -1.18
H 2.27 1.19 -1.33
H 3.11 -0.41 -0.91
*
```

As for the orbital gap (alpha / beta): 8.48 / 2.71 eV. Its energy above the lowest of the compared OMol25 structures with the same formula, charge and spin is 15.48 kcal per mole.

---

ORCA calculation (ωB97M-V/def2-TZVPD) on a cluster of 2 separate species, C5H10NO2P in total at a distorted geometry.

The geometry in ORCA input format:
```
! RIJCOSX wB97M-V def2-TZVPD def2/J DEFGRID3
* xyz 0 1
C 2.39 0.88 0.18
C -1.88 -0.06 -1.27
C 0.67 -2.28 0.07
C -1.55 1.55 1.60
C 1.95 0.73 -1.16
N 2.70 0.66 1.28
O -0.16 -1.22 0.37
O -0.61 1.25 0.68
P -0.44 0.13 -0.48
H -2.54 0.73 -1.67
H -1.88 -0.95 -1.93
H 0.06 -3.14 -0.33
H 1.00 -2.53 1.10
H 1.58 -2.04 -0.64
H -1.24 2.61 1.90
H -1.52 0.86 2.45
H -2.54 1.34 1.24
H 2.28 -0.17 -1.67
H 1.73 1.64 -1.72
*
```

As for the orbital gap (alpha / beta): 7.44 / 7.44 eV. Its energy above the lowest of the compared OMol25 structures with the same formula, charge and spin is 94.43 kcal per mole.

---

ORCA calculation (ωB97M-V/def2-TZVPD) on the molecule C5H4 at a distorted geometry.

The geometry in ORCA input format:
```
! RIJCOSX wB97M-V def2-TZVPD def2/J DEFGRID3
* xyz 0 1
C 1.48 0.44 0.14
C 0.20 0.26 -0.21
C -0.98 1.13 -0.33
C -1.80 0.26 0.35
C -0.85 -0.70 -0.22
H 2.29 -0.25 0.49
H 1.92 1.50 0.09
H -2.70 0.51 0.77
H -1.27 -1.40 -0.92
*
```

As for the orbital gap: 9.22 eV. Its energy above the lowest of the compared OMol25 structures with the same formula, charge and spin is 54.80 kcal per mole.

---

ORCA calculation (ωB97M-V/def2-TZVPD) on the molecule C5H9NO at a distorted geometry.

The geometry in ORCA input format:
```
! RIJCOSX wB97M-V def2-TZVPD def2/J DEFGRID3
* xyz 0 1
C 2.02 -0.57 0.22
C 0.73 0.19 0.49
C -0.37 -0.03 -0.56
O -0.39 -1.35 -1.06
C -1.77 0.16 0.04
C -2.06 1.54 0.41
N -2.28 2.64 0.69
H 2.57 -0.18 -0.64
H 2.67 -0.53 1.10
H 1.82 -1.63 0.04
H 0.95 1.27 0.57
H 0.34 -0.10 1.48
H -0.24 0.69 -1.38
H 0.38 -1.45 -1.63
H -1.85 -0.48 0.93
H -2.51 -0.19 -0.68
*
```

As for the orbital gap: 11.57 eV. Its energy above the lowest of the compared OMol25 structures with the same formula, charge and spin is 24.40 kcal per mole.

---

ORCA calculation (ωB97M-V/def2-TZVPD) on the molecule C2HF3S at a distorted geometry.

The geometry in ORCA input format:
```
! RIJCOSX wB97M-V def2-TZVPD def2/J DEFGRID3
* xyz 0 1
F 3.35 -0.11 -0.41
S 1.66 -0.16 0.63
C -0.19 -0.50 0.08
C -1.10 0.44 -0.06
F -2.40 0.16 -0.09
F -0.83 1.74 -0.11
H -0.49 -1.57 -0.05
*
```

As for the orbital gap: 7.90 eV. Its energy above the lowest of the compared OMol25 structures with the same formula, charge and spin is 73.30 kcal per mole.

---

ORCA calculation (ωB97M-V/def2-TZVPD) on a cluster of 2 separate species, C3H9NS in total.

The geometry in ORCA input format:
```
! RIJCOSX wB97M-V def2-TZVPD def2/J DEFGRID3
* xyz 0 1
C 3.66 1.56 1.66
N 2.88 1.81 0.70
H 4.53 0.91 1.58
H 3.43 1.94 2.65
H 3.17 1.37 -0.17
C -1.55 -1.63 -1.02
C -2.45 -0.69 -0.20
S -1.93 1.05 -0.25
H -0.73 -1.13 -1.52
H -1.15 -2.44 -0.40
H -2.15 -2.16 -1.76
H -3.48 -0.78 -0.56
H -2.45 -0.93 0.86
H -1.78 1.11 -1.57
*
```

As for the orbital gap: 9.94 eV. Its energy above the lowest of the compared OMol25 structures with the same formula, charge and spin is 28.54 kcal per mole.

---

ORCA calculation (ωB97M-V/def2-TZVPD) on the molecule C4H8N4 at a distorted geometry.

The geometry in ORCA input format:
```
! RIJCOSX wB97M-V def2-TZVPD def2/J DEFGRID3
* xyz 0 1
H 0.99 -0.06 1.86
N 1.18 -0.86 1.25
C 0.56 -0.73 0.13
N 0.65 -1.76 -0.80
N -0.82 -0.05 0.08
C -2.08 -0.61 0.52
N -0.69 1.18 -0.27
C 0.60 1.27 -0.63
C 1.41 2.31 -0.60
H 1.40 -2.39 -0.52
H 0.45 -1.55 -1.76
H -2.13 -1.65 0.18
H -2.15 -0.58 1.61
H -2.90 -0.03 0.10
H 2.48 2.18 -0.69
H 1.04 3.33 -0.46
*
```

As for the orbital gap (alpha / beta): 6.63 / 6.94 eV. Its energy above the lowest of the compared OMol25 structures with the same formula, charge and spin is 122.75 kcal per mole.